ORCA calculation (wB97M-V/def2-TZVPD) on a molecular structure, C49H61BrN5O7PPtS2Te in a non-equilibrium geometry.

Last column: Löwdin charge in e.
Atoms and positions in Å:
1 Pt -0.44 -0.47 0.44  1.086
2 O -3.08 2.00 3.05  -0.327
3 S -1.72 1.63 2.78  0.535
4 O -0.94 2.59 2.03  -0.425
5 N -1.62 0.21 2.03  -0.265
6 C -2.57 -0.75 2.43  -0.261
7 C -3.20 -0.82 3.66  -0.017
8 C -4.23 -1.75 3.91  -0.062
9 C -4.67 -2.62 2.95  -0.047
10 C -4.02 -2.62 1.69  -0.153
11 C -4.34 -3.52 0.65  -0.008
12 C -3.62 -3.51 -0.51  -0.033
13 C -2.56 -2.59 -0.65  -0.111
14 N -2.27 -1.73 0.29  0.012
15 C -2.97 -1.71 1.46  -0.164
16 C -0.92 1.49 4.36  -0.273
17 C -1.59 1.87 5.51  -0.069
18 C -0.94 1.80 6.73  -0.076
19 C 0.38 1.37 6.79  -0.079
20 C 1.05 1.00 5.63  -0.063
21 C 0.39 1.06 4.41  -0.043
22 H -2.93 -0.15 4.46  0.092
23 H -4.69 -1.75 4.89  0.107
24 H -5.47 -3.31 3.13  0.108
25 H -5.16 -4.22 0.80  0.116
26 H -3.82 -4.21 -1.31  0.108
27 H -1.94 -2.56 -1.54  0.101
28 H -2.62 2.22 5.44  0.112
29 H -1.45 2.09 7.64  0.103
30 H 0.89 1.31 7.75  0.103
31 H 2.08 0.68 5.67  0.108
32 H 0.90 0.76 3.49  0.088
33 C 6.11 0.86 1.02  -0.049
34 C 4.64 1.17 1.14  -0.289
35 C 4.20 2.50 1.13  -0.055
36 C 2.84 2.77 1.17  -0.286
37 C 2.32 4.19 1.18  -0.046
38 C 1.93 1.72 1.23  -0.077
39 C 2.33 0.37 1.29  -0.318
40 C 3.74 0.14 1.22  -0.019
41 N 1.38 -0.62 1.38  -0.076
42 C 1.73 -1.95 1.97  -0.406
43 C 2.55 -1.77 3.27  -0.078
44 C 2.83 -3.12 3.93  -0.285
45 C 1.51 -3.79 4.31  -0.122
46 C 0.68 -4.00 3.05  -0.283
47 C 1.44 -4.91 2.08  -0.117
48 C 2.76 -4.25 1.70  -0.282
49 C 3.60 -4.03 2.96  -0.118
50 C 2.48 -2.90 1.01  -0.073
51 C 0.42 -2.66 2.37  -0.106
52 H 6.72 1.76 1.06  0.069
53 H 6.33 0.34 0.09  0.075
54 H 6.44 0.20 1.83  0.077
55 H 4.92 3.31 1.09  0.102
56 H 3.14 4.90 1.23  0.071
57 H 1.66 4.35 2.02  0.082
58 H 1.74 4.39 0.28  0.056
59 H 0.88 1.94 1.31  0.022
60 H 4.12 -0.86 1.19  0.092
61 H 1.99 -1.13 3.95  0.103
62 H 3.50 -1.28 3.07  0.105
63 H 3.43 -2.96 4.83  0.136
64 H 0.96 -3.16 5.02  0.119
65 H 1.70 -4.75 4.81  0.117
66 H -0.28 -4.46 3.31  0.138
67 H 0.84 -5.09 1.18  0.121
68 H 1.63 -5.89 2.55  0.117
69 H 3.31 -4.89 1.00  0.137
70 H 4.56 -3.57 2.70  0.119
71 H 3.81 -4.99 3.44  0.116
72 H 1.87 -3.05 0.13  0.106
73 H 3.43 -2.47 0.68  0.106
74 H -0.14 -2.00 3.04  0.115
75 H -0.17 -2.83 1.47  0.094
76 C 1.36 1.72 -5.27  -0.043
77 C 0.82 2.90 -4.49  -0.194
78 N 0.09 2.41 -3.31  0.071
79 C -0.68 3.10 -2.47  -0.713
80 S -0.65 2.62 -0.78  0.645
81 N -1.41 4.14 -2.85  0.013
82 C -1.95 4.42 -4.18  -0.227
83 C -1.39 5.70 -4.78  -0.070
84 H 1.90 2.07 -6.15  0.088
85 H 0.55 1.07 -5.61  0.079
86 H 2.04 1.12 -4.67  0.060
87 H 0.18 3.50 -5.12  0.087
88 H 1.64 3.54 -4.14  0.134
89 H 0.49 1.57 -2.90  0.097
90 H -1.91 4.56 -2.09  0.090
91 H -3.03 4.48 -4.06  0.129
92 H -1.76 3.55 -4.81  0.084
93 H -1.63 6.55 -4.15  0.080
94 H -1.84 5.87 -5.76  0.082
95 H -0.31 5.65 -4.89  0.070
96 C -3.12 1.14 -6.10  -0.061
97 C -2.74 0.42 -4.83  -0.251
98 O -3.05 1.28 -3.70  -0.294
99 P -2.89 0.56 -2.27  0.209
100 O -1.60 -0.15 -2.13  -0.337
101 Te -3.09 2.31 -0.59  1.011
102 O -4.14 -0.40 -2.14  -0.262
103 C -5.50 0.05 -2.34  -0.273
104 C -6.24 -1.03 -3.09  -0.058
105 H -3.02 0.47 -6.95  0.087
106 H -2.48 2.00 -6.28  0.062
107 H -4.15 1.49 -6.05  0.083
108 H -1.68 0.18 -4.79  0.109
109 H -3.29 -0.52 -4.73  0.118
110 H -5.49 0.99 -2.89  0.110
111 H -5.93 0.22 -1.36  0.122
112 H -5.79 -1.20 -4.07  0.077
113 H -7.28 -0.73 -3.24  0.084
114 H -6.23 -1.96 -2.53  0.081
115 Br 5.19 -1.35 -4.85  0.724
116 C 3.95 -0.67 -3.58  -0.692
117 C 4.26 0.49 -2.89  -0.127
118 C 3.35 0.98 -1.97  -0.055
119 C 2.16 0.30 -1.74  -0.065
120 C 1.86 -0.86 -2.43  -0.116
121 C 2.76 -1.34 -3.37  -0.072
122 C 0.64 -1.71 -2.12  -0.599
123 O 0.13 -2.35 -3.01  0.057
124 O 0.33 -1.81 -0.86  -0.216
125 H 5.21 1.00 -3.07  0.100
126 H 3.57 1.89 -1.41  0.106
127 H 1.48 0.67 -0.98  0.050
128 H 2.52 -2.24 -3.92  0.115

Frontier orbital gap = 4.5 eV
Charge = 0
Energy above the lowest of the compared OMol25 structures with the same formula, charge and spin = 0.963 eV
E = -185131.451 eV
HOMO = -5.972 eV


ORCA calculation (wB97M-V/def2-TZVPD) on a molecular structure, C49H62Br3N6O18 in a non-equilibrium geometry.

Last column: Löwdin charge in e.
Atoms and positions in Å:
1 C 1.24 -0.84 -0.78  -0.047
2 C 0.79 0.60 -0.11  -0.509
3 C -0.63 0.35 0.48  -0.069
4 O 1.72 1.33 0.67  -0.322
5 H 2.09 -0.73 -1.45  0.033
6 H 0.41 -1.21 -1.38  0.041
7 H 1.49 -1.55 0.01  0.004
8 H 0.56 1.25 -0.95  0.094
9 H -1.39 0.18 -0.28  0.064
10 H -0.98 1.28 0.93  0.053
11 H -0.52 -0.53 1.11  0.009
12 C 1.20 -4.30 1.30  -1.432
13 Br -0.26 -3.16 2.06  0.577
14 Br 1.29 -6.07 2.13  0.559
15 Br 2.90 -3.28 1.74  0.567
16 H 1.19 -4.30 0.21  -0.035
17 C -3.45 -1.40 2.99  -0.017
18 C -3.65 -1.24 1.60  -0.011
19 C -4.93 -0.97 1.18  -0.317
20 C -6.02 -0.89 2.08  -0.008
21 C -5.82 -0.96 3.46  -0.011
22 C -4.52 -1.30 3.94  -0.295
23 O -4.43 -1.61 5.28  0.026
24 O -5.08 -0.99 -0.17  0.007
25 H -2.53 -1.76 3.43  0.081
26 H -2.88 -1.32 0.86  0.097
27 H -6.98 -0.64 1.65  0.110
28 H -6.70 -0.89 4.08  0.110
29 H -5.29 -1.82 5.66  0.100
30 H -5.95 -1.16 -0.54  0.121
31 C -3.43 1.51 -5.38  -0.027
32 C -3.21 0.12 -5.31  0.015
33 C -3.39 -0.51 -4.00  -0.340
34 C -3.78 0.23 -2.94  -0.046
35 C -4.12 1.59 -3.06  0.026
36 C -3.94 2.22 -4.33  -0.354
37 O -4.36 3.49 -4.47  0.038
38 O -3.10 -1.85 -3.87  0.017
39 H -3.30 1.97 -6.34  0.113
40 H -2.92 -0.50 -6.14  0.104
41 H -3.72 -0.14 -1.93  0.090
42 H -4.48 2.15 -2.21  0.107
43 H -3.79 4.01 -5.05  0.105
44 H -3.20 -2.18 -2.97  0.031
45 C 5.20 -2.91 -1.62  0.028
46 C 5.18 -4.19 -0.99  -0.030
47 C 4.16 -5.14 -1.20  -0.361
48 C 3.17 -4.81 -2.11  -0.037
49 C 3.12 -3.60 -2.76  -0.027
50 C 4.12 -2.68 -2.56  -0.315
51 O 3.86 -1.42 -3.03  -0.011
52 O 4.15 -6.30 -0.49  0.030
53 H 5.94 -2.14 -1.47  0.108
54 H 6.04 -4.32 -0.34  0.110
55 H 2.46 -5.55 -2.46  0.112
56 H 2.29 -3.39 -3.42  0.117
57 H 4.02 -0.70 -2.41  0.087
58 H 5.04 -6.55 -0.23  0.107
59 C 4.02 1.66 5.31  -0.037
60 C 5.22 2.29 5.77  -0.005
61 C 5.60 3.45 5.12  -0.313
62 C 4.87 3.92 4.00  -0.025
63 C 3.67 3.38 3.59  0.015
64 C 3.30 2.18 4.26  -0.353
65 O 2.31 1.45 3.70  0.012
66 O 6.74 4.06 5.59  0.020
67 H 3.76 0.71 5.74  0.115
68 H 5.84 1.75 6.46  0.112
69 H 5.21 4.75 3.39  0.110
70 H 3.12 3.79 2.76  0.114
71 H 2.18 1.62 2.76  0.047
72 H 6.93 4.91 5.19  0.094
73 C -3.03 -6.45 -0.56  0.002
74 C -3.67 -5.21 -0.74  -0.002
75 C -3.07 -4.14 -1.41  -0.294
76 C -1.77 -4.29 -1.91  0.006
77 C -1.14 -5.43 -1.57  -0.047
78 C -1.70 -6.52 -0.99  -0.346
79 O -1.12 -7.72 -0.84  0.047
80 O -3.55 -2.87 -1.44  0.014
81 H -3.50 -7.35 -0.17  0.111
82 H -4.60 -5.01 -0.23  0.108
83 H -1.28 -3.46 -2.40  0.123
84 H -0.18 -5.51 -2.05  0.117
85 H -1.61 -8.21 -0.17  0.098
86 H -4.41 -2.72 -1.05  0.096
87 C 2.53 2.41 -2.86  -0.013
88 C 2.44 2.52 -4.27  0.003
89 C 2.49 3.78 -4.96  -0.316
90 C 2.80 4.94 -4.27  -0.024
91 C 2.89 4.82 -2.87  0.000
92 C 2.64 3.59 -2.19  -0.334
93 O 2.42 3.58 -0.86  0.035
94 O 2.42 3.88 -6.33  0.021
95 H 2.45 1.47 -2.33  0.093
96 H 2.43 1.61 -4.84  0.079
97 H 3.01 5.88 -4.76  0.111
98 H 2.91 5.71 -2.26  0.105
99 H 2.19 2.71 -0.51  0.031
100 H 2.55 2.99 -6.66  0.090
101 C -4.62 3.22 4.51  -0.055
102 C -5.14 3.73 3.37  0.003
103 C -4.61 3.33 2.09  -0.304
104 C -3.61 2.35 2.06  -0.005
105 C -3.22 1.76 3.25  -0.047
106 C -3.73 2.22 4.47  -0.326
107 O -3.33 1.58 5.64  0.033
108 O -5.07 3.84 0.91  0.026
109 H -4.99 3.62 5.45  0.124
110 H -5.94 4.45 3.42  0.111
111 H -3.12 2.17 1.12  0.113
112 H -2.38 1.08 3.25  0.109
113 H -3.03 0.69 5.44  0.080
114 H -4.66 4.70 0.77  0.111
115 C 0.34 -0.50 -5.00  -0.739
116 O -0.33 -0.39 -6.06  -0.004
117 N 1.54 -0.70 -4.95  0.175
118 N -0.14 -0.54 -3.71  0.191
119 H 1.93 -0.64 -5.88  0.142
120 H 2.01 -0.63 -4.06  0.092
121 H 0.40 -0.56 -2.86  0.043
122 H -1.14 -0.64 -3.84  0.066
123 C 5.30 -0.46 1.84  -0.860
124 O 6.41 -0.89 1.76  0.029
125 N 4.87 -0.16 3.00  0.192
126 N 4.50 -0.11 0.87  0.190
127 H 3.96 0.26 3.12  0.079
128 H 5.52 -0.27 3.76  0.127
129 H 5.00 0.11 0.02  0.109
130 H 3.59 0.30 1.01  0.064
131 C -0.43 4.43 2.37  -0.824
132 O -1.01 5.49 2.29  0.014
133 N -0.56 3.65 3.37  0.190
134 N 0.39 3.96 1.48  0.191
135 H 0.03 2.83 3.40  0.101
136 H -1.47 3.59 3.79  0.101
137 H 0.56 4.63 0.75  0.111
138 H 0.93 3.10 1.50  0.054

Frontier orbital gap = 7.2 eV
Charge = -1
E = -307740.876 eV
HOMO = -5.691 eV